(1)
{"formula": "C46H36N6O2PS2Zr", "method": "wB97M-V/def2-TZVPD", "e_tot_ev": -93558.7336, "spin_multiplicity": 1, "homo_energy_ha": [-0.3636, -0.3635], "gap_ev": [5.44, 5.43], "total_charge": 1, "symbols": ["Zr", "C", "C", "C", "C", "C", "C", "N", "C", "C", "C", "C", "C", "C", "N", "N", "C", "C", "C", "C", "C", "N", "H", "H", "H", "H", "H", "H", "H", "H", "H", "H", "H", "H", "H", "O", "C", "O", "C", "C", "C", "C", "C", "C", "P", "C", "C", "C", "C", "C", "C", "C", "C", "C", "C", "C", "C", "H", "H", "H", "H", "H", "H", "H", "H", "H", "H", "H", "H", "H", "H", "N", "C", "C", "C", "C", "C", "C", "C", "H", "H", "H", "H", "S", "C", "N", "C", "C", "S", "H", "H", "H", "H", "H"], "coordinates": [[0.966, -0.419, -0.228], [0.280, 3.177, 4.544], [0.885, 3.433, 3.323], [1.184, 2.396, 2.451], [0.857, 1.082, 2.782], [0.227, 0.835, 4.006], [-0.041, 1.870, 4.882], [1.201, -0.015, 1.946], [1.830, -1.045, 2.552], [2.603, -0.969, 3.735], [3.293, -2.063, 4.176], [3.252, -3.306, 3.498], [2.495, -3.437, 2.376], [1.767, -2.324, 1.899], [0.964, -2.315, 0.816], [0.697, -3.400, 0.188], [-0.217, -3.201, -0.826], [-0.886, -4.304, -1.350], [-1.892, -4.099, -2.270], [-2.173, -2.799, -2.680], [-1.427, -1.763, -2.157], [-0.480, -1.938, -1.234], [0.079, 3.984, 5.236], [1.162, 4.447, 3.061], [1.724, 2.595, 1.538], [-0.035, -0.185, 4.263], [-0.516, 1.653, 5.831], [2.690, -0.023, 4.250], [3.913, -1.976, 5.059], [3.841, -4.135, 3.863], [2.447, -4.359, 1.813], [-0.612, -5.283, -0.984], [-2.464, -4.929, -2.662], [-2.942, -2.591, -3.409], [-1.591, -0.746, -2.482], [1.795, 1.580, -0.522], [0.653, 1.829, -0.998], [0.081, 0.916, -1.678], [-0.188, 2.957, -0.534], [0.156, 4.297, -0.617], [-0.735, 5.251, -0.156], [-1.962, 4.863, 0.365], [-2.293, 3.521, 0.470], [-1.392, 2.543, 0.063], [-1.739, 0.723, 0.225], [-3.165, 0.750, -0.966], [-2.940, 1.257, -2.250], [-3.969, 1.326, -3.173], [-5.245, 0.897, -2.836], [-5.478, 0.397, -1.566], [-4.448, 0.319, -0.638], [-2.606, 0.507, 1.822], [-2.812, 1.473, 2.797], [-3.522, 1.164, 3.949], [-4.016, -0.115, 4.147], [-3.766, -1.104, 3.206], [-3.051, -0.799, 2.061], [1.105, 4.590, -1.049], [-0.482, 6.301, -0.223], [-2.666, 5.613, 0.700], [-3.262, 3.234, 0.857], [-1.957, 1.615, -2.524], [-3.778, 1.729, -4.160], [-6.052, 0.956, -3.554], [-6.470, 0.069, -1.284], [-4.663, -0.060, 0.348], [-2.409, 2.467, 2.672], [-3.680, 1.929, 4.698], [-4.583, -0.348, 5.039], [-4.132, -2.110, 3.366], [-2.836, -1.575, 1.332], [8.359, -2.350, 0.036], [7.247, -2.061, -0.003], [5.860, -1.714, -0.066], [5.400, -0.517, 0.475], [4.055, -0.192, 0.391], [3.123, -1.044, -0.220], [3.619, -2.246, -0.741], [4.959, -2.583, -0.680], [6.102, 0.156, 0.950], [3.737, 0.752, 0.817], [2.945, -2.960, -1.206], [5.322, -3.508, -1.109], [2.054, -0.983, -3.009], [1.409, -0.760, -4.522], [1.979, 0.001, -5.455], [1.255, 0.230, -6.694], [0.349, -0.980, -6.870], [-0.017, -1.539, -5.168], [2.792, 0.548, -5.212], [1.951, 0.327, -7.526], [0.667, 1.149, -6.619], [0.845, -1.795, -7.395], [-0.584, -0.738, -7.370]], "mulliken_charge": [-1.492, -0.673, -0.793, -0.050, -1.097, 0.462, -1.046, 1.634, 0.453, -0.588, -0.676, -0.868, -0.727, -0.021, 1.615, -1.535, -0.491, -0.698, -0.526, -1.238, -1.437, 1.211, 0.426, 0.465, 0.564, 0.599, 0.441, 0.505, 0.442, 0.437, 0.502, 0.599, 0.470, 0.615, 1.476, -0.571, 0.568, -0.017, -0.230, -0.121, -0.827, -0.973, -0.705, 0.505, 1.736, 1.308, -0.331, -0.746, -0.763, -0.637, -0.863, 0.818, -0.754, -0.802, -0.761, -0.703, -1.250, 0.563, 0.454, 0.463, 0.715, 0.185, 0.488, 0.410, 0.466, 0.381, 0.631, 0.491, 0.417, 0.471, 0.525, -0.526, -0.234, 0.488, -1.049, -0.913, 2.822, -0.129, -1.108, 0.501, 0.278, 0.439, 0.494, -0.144, 0.273, -0.182, -0.562, -0.552, -0.008, 0.270, 0.348, 0.265, 0.328, 0.404]}



(2)
{"formula": "C46H37BrCsF3IN5S5Sb", "method": "wB97M-V/def2-TZVPD", "e_tot_ev": -203313.1675, "spin_multiplicity": 1, "homo_energy_ha": -0.1611, "gap_ev": 6.21, "total_charge": -1, "symbols": ["Cs", "S", "C", "C", "C", "C", "C", "C", "S", "C", "C", "C", "C", "C", "C", "C", "S", "C", "C", "C", "C", "C", "C", "S", "N", "H", "H", "H", "H", "H", "H", "H", "H", "H", "H", "H", "H", "H", "H", "H", "C", "C", "N", "N", "C", "S", "N", "N", "H", "H", "H", "H", "H", "H", "Br", "C", "C", "C", "C", "C", "C", "I", "H", "H", "H", "H", "F", "C", "C", "C", "C", "C", "C", "Sb", "C", "C", "C", "C", "F", "C", "C", "C", "C", "C", "C", "F", "C", "C", "H", "H", "H", "H", "H", "H", "H", "H", "H", "H", "H", "H"], "coordinates": [[-0.973, -0.141, 1.337], [-2.399, -1.651, 3.788], [-2.810, -0.035, 4.344], [-4.128, 0.416, 4.458], [-4.430, 1.666, 4.969], [-3.411, 2.506, 5.394], [-2.090, 2.097, 5.276], [-1.783, 0.857, 4.729], [-0.135, 0.209, 4.490], [0.924, 1.680, 4.687], [1.838, 1.864, 3.502], [3.216, 1.810, 3.618], [3.989, 2.058, 2.490], [3.363, 2.359, 1.300], [1.965, 2.379, 1.261], [1.294, 2.682, -0.065], [-0.505, 2.765, 0.050], [-1.094, 2.052, -1.480], [-2.112, 2.806, -2.075], [-2.786, 2.365, -3.197], [-2.417, 1.149, -3.756], [-1.403, 0.404, -3.189], [-0.713, 0.805, -2.030], [0.594, -0.241, -1.459], [1.227, 2.125, 2.337], [-4.917, -0.251, 4.132], [-5.464, 1.983, 5.039], [-3.636, 3.478, 5.815], [-1.314, 2.762, 5.627], [1.502, 1.610, 5.609], [0.312, 2.575, 4.743], [3.672, 1.577, 4.571], [5.070, 2.012, 2.544], [3.932, 2.561, 0.401], [1.518, 1.857, -0.749], [1.709, 3.605, -0.475], [-2.366, 3.760, -1.630], [-3.579, 2.962, -3.629], [-2.921, 0.779, -4.643], [-1.109, -0.539, -3.634], [-3.229, -5.395, -0.472], [-3.944, -4.113, -0.657], [-4.937, -3.902, -1.472], [-5.217, -2.579, -1.299], [-4.422, -1.951, -0.408], [-4.402, -0.344, 0.047], [-3.622, -2.972, 0.016], [-2.525, -2.815, 0.874], [-3.695, -6.149, -1.100], [-3.270, -5.732, 0.566], [-2.179, -5.290, -0.749], [-5.928, -2.124, -1.841], [-2.732, -2.027, 1.505], [-2.512, -3.622, 1.493], [5.984, -3.223, 2.251], [4.585, -4.040, 1.274], [4.718, -5.392, 0.978], [3.733, -6.042, 0.256], [2.615, -5.343, -0.177], [2.485, -3.997, 0.118], [3.469, -3.336, 0.852], [3.161, -1.322, 1.205], [5.597, -5.923, 1.316], [3.845, -7.094, 0.028], [1.843, -5.839, -0.751], [1.623, -3.440, -0.228], [4.539, 5.674, -8.163], [3.986, 4.819, -7.269], [4.385, 4.888, -5.950], [3.810, 4.008, -5.044], [2.861, 3.062, -5.436], [2.492, 3.036, -6.778], [3.047, 3.911, -7.707], [1.988, 1.793, -3.904], [3.890, 0.859, -3.546], [4.874, 0.791, -4.534], [6.110, 0.212, -4.289], [6.352, -0.296, -3.029], [7.560, -0.857, -2.781], [5.414, -0.258, -2.021], [4.178, 0.321, -2.293], [1.262, 0.364, -5.316], [0.079, 0.643, -5.999], [-0.468, -0.257, -6.904], [0.183, -1.458, -7.097], [-0.341, -2.349, -7.974], [1.340, -1.790, -6.425], [1.872, -0.869, -5.532], [5.127, 5.616, -5.650], [4.132, 4.062, -4.009], [1.768, 2.309, -7.128], [2.768, 3.890, -8.752], [4.681, 1.201, -5.518], [6.878, 0.155, -5.049], [5.642, -0.680, -1.051], [3.415, 0.323, -1.521], [-0.447, 1.574, -5.818], [-1.384, -0.048, -7.440], [1.804, -2.752, -6.597], [2.776, -1.128, -4.994]], "mulliken_charge": [0.698, -0.340, -0.223, -0.601, -0.589, -0.728, -0.561, 0.913, -0.006, -0.787, 0.371, -0.679, -0.603, -0.801, 0.513, 0.946, -0.297, 0.352, -0.701, -0.834, -0.589, -1.053, 0.147, 0.420, -0.129, 0.409, 0.351, 0.370, 0.339, 0.394, 0.270, 0.374, 0.400, 0.439, -0.873, 0.553, 0.439, 0.417, 0.486, 0.435, -1.245, 0.958, -0.872, 0.251, 0.176, -0.377, 0.345, -0.346, 0.351, 0.334, 0.244, 0.183, -0.377, 0.250, -0.197, 0.168, -0.409, -0.540, -0.696, -0.468, 0.275, 0.378, 0.379, 0.351, 0.400, 0.435, -0.346, 0.402, -0.676, -0.210, -0.294, 0.140, -0.788, 0.694, -0.782, 0.176, -0.891, 0.457, -0.369, -0.675, 0.508, 0.298, -0.678, -0.741, 0.292, -0.370, -0.656, -0.447, 0.425, 0.345, 0.280, 0.436, 0.463, 0.441, 0.458, -0.337, 0.563, 0.456, 0.434, 0.397]}



(3)
{"formula": "C46H37ClIIrNO2P2S2", "method": "wB97M-V/def2-TZVPD", "e_tot_ev": -117597.8973, "spin_multiplicity": 5, "homo_energy_ha": [-0.1343, -0.1634], "gap_ev": [5.47, 4.78], "total_charge": -1, "symbols": ["Ir", "Cl", "C", "C", "C", "I", "C", "O", "C", "N", "C", "C", "C", "C", "H", "H", "H", "H", "C", "C", "C", "C", "C", "C", "P", "C", "C", "C", "C", "C", "C", "C", "C", "C", "C", "C", "C", "C", "C", "C", "C", "H", "H", "H", "H", "H", "H", "H", "H", "H", "H", "H", "H", "H", "H", "H", "H", "S", "P", "S", "C", "C", "C", "C", "C", "C", "C", "C", "C", "C", "C", "C", "H", "H", "H", "H", "H", "H", "H", "H", "H", "H", "C", "C", "C", "O", "H", "H", "H", "H", "H", "H", "H"], "coordinates": [[-2.068, 0.031, 0.162], [-4.364, 4.082, 5.264], [-4.016, 3.397, 3.708], [-4.753, 3.827, 2.618], [-4.448, 3.329, 1.370], [-5.536, 3.895, -0.335], [-3.411, 2.409, 1.152], [-3.071, 2.040, -0.026], [-2.760, 1.882, 2.313], [-1.904, 0.835, 2.109], [-1.186, 0.396, 3.155], [-1.323, 0.909, 4.428], [-2.269, 1.890, 4.678], [-3.024, 2.400, 3.602], [-5.555, 4.539, 2.744], [-0.478, -0.395, 2.953], [-0.690, 0.535, 5.220], [-2.434, 2.264, 5.675], [0.297, -3.315, -5.393], [1.044, -2.184, -5.117], [0.689, -1.349, -4.071], [-0.426, -1.638, -3.298], [-1.179, -2.772, -3.589], [-0.821, -3.608, -4.627], [-1.013, -0.602, -1.880], [-0.163, 0.972, -2.144], [1.216, 1.077, -1.976], [1.859, 2.266, -2.261], [1.133, 3.363, -2.702], [-0.248, 3.281, -2.812], [-0.897, 2.097, -2.521], [-2.674, -0.276, -2.830], [-2.708, -0.058, -4.186], [-3.932, 0.105, -4.844], [-5.105, 0.027, -4.144], [-5.108, -0.210, -2.757], [-6.304, -0.275, -2.017], [-6.274, -0.468, -0.664], [-5.050, -0.600, 0.010], [-3.847, -0.566, -0.669], [-3.867, -0.360, -2.080], [0.575, -3.960, -6.214], [1.901, -1.943, -5.730], [1.266, -0.456, -3.872], [-2.063, -2.967, -2.993], [-1.415, -4.484, -4.849], [1.779, 0.233, -1.610], [2.930, 2.337, -2.134], [1.641, 4.287, -2.946], [-0.817, 4.146, -3.131], [-1.974, 2.041, -2.585], [-1.784, 0.019, -4.742], [-3.930, 0.297, -5.908], [-6.052, 0.156, -4.646], [-7.242, -0.150, -2.540], [-7.197, -0.510, -0.102], [-5.067, -0.721, 1.088], [3.298, 2.842, 4.124], [3.229, 1.294, 2.896], [1.717, 1.313, 1.614], [3.202, -0.274, 3.861], [2.620, -0.295, 5.120], [2.568, -1.476, 5.837], [3.086, -2.643, 5.298], [3.654, -2.624, 4.033], [3.709, -1.444, 3.314], [4.818, 1.148, 1.979], [4.837, 0.693, 0.670], [6.031, 0.635, -0.027], [7.209, 1.050, 0.571], [7.189, 1.510, 1.879], [5.998, 1.559, 2.581], [2.229, 0.627, 5.530], [2.129, -1.491, 6.825], [3.042, -3.568, 5.856], [4.064, -3.531, 3.607], [4.148, -1.426, 2.326], [3.908, 0.394, 0.204], [6.036, 0.270, -1.044], [8.139, 1.022, 0.016], [8.107, 1.837, 2.347], [5.970, 1.929, 3.596], [2.008, -2.152, 0.368], [1.078, -2.394, -0.821], [0.548, -3.825, -0.838], [-0.011, -1.480, -0.726], [2.980, -2.609, 0.188], [1.586, -2.573, 1.278], [2.125, -1.081, 0.523], [1.630, -2.218, -1.759], [-0.032, -4.014, 0.063], [1.366, -4.540, -0.889], [-0.091, -3.968, -1.709]], "mulliken_charge": [1.862, -0.292, 0.859, -0.674, -0.510, -0.009, 0.102, -0.557, 0.785, 0.050, -0.241, -0.784, -0.866, -0.275, 0.423, 0.477, 0.425, 0.421, -0.672, -0.664, -0.281, 0.521, -0.626, -0.741, 2.032, 1.238, -0.700, -0.861, -0.843, -0.889, -0.609, -0.652, 0.024, -1.047, -0.908, 1.045, -0.928, -0.857, -0.492, -0.618, 0.679, 0.374, 0.443, 0.439, 0.515, 0.412, 0.349, 0.471, 0.387, 0.457, 0.397, 0.513, 0.411, 0.386, 0.387, 0.386, 0.412, -0.561, 0.884, -0.310, 0.222, -0.357, -0.664, -0.414, -0.602, -0.243, -0.169, 0.378, -0.714, -0.466, -0.594, -0.625, 0.387, 0.389, 0.376, 0.379, 0.268, 0.092, 0.416, 0.363, 0.371, 0.346, -1.033, 0.689, -1.692, -0.906, 0.408, 0.297, -0.208, 0.190, 0.298, 0.407, 0.312]}



Sequential strongest force on any atom output: 0.0441; 0.0134; 0.0329 hartree/bohr